# 1
ORCA calculation (ωB97M-V/def2-TZVPD) on a 2-piece molecular cluster, C21H29BrF10IN2O overall in a non-equilibrium geometry.

```
65
Properties=species:S:1:pos:R:3:mulliken_charge:R:1
C -0.13 5.62 0.58 -0.97
C 0.42 4.27 1.17 -0.21
I 0.41 4.44 3.31 0.15
C -0.41 3.04 0.63 -1.28
N 0.41 1.95 0.11 0.93
C 1.10 1.90 -1.10 -0.77
C 1.02 3.05 -2.09 0.93
F 1.81 2.87 -3.15 -0.26
F 1.33 4.24 -1.54 -0.25
C -0.48 3.13 -2.64 0.10
F -0.88 4.39 -2.82 -0.28
F -0.48 2.49 -3.83 -0.29
C 1.75 0.73 -1.20 -0.33
C 2.61 0.23 -2.36 0.90
F 1.97 0.38 -3.52 -0.24
F 2.84 -1.10 -2.25 -0.31
C 4.04 0.93 -2.39 0.70
F 4.17 1.79 -3.38 -0.24
F 4.97 0.00 -2.54 -0.24
F 4.23 1.59 -1.23 -0.22
N 1.48 0.04 -0.03 1.02
C 1.99 -1.28 0.38 -0.86
C 3.55 -1.33 0.47 -0.43
C 4.02 -1.99 1.77 -0.49
F 5.40 -1.88 1.86 -0.32
C 0.67 0.77 0.71 -0.34
C 0.10 0.35 2.05 -1.65
C 0.89 0.85 3.27 0.20
O 2.05 1.09 3.29 -0.40
Br -0.18 1.00 4.90 -0.08
H -1.08 5.49 0.04 0.27
H 0.63 6.05 -0.08 0.25
H -0.25 6.33 1.40 0.44
H 1.44 4.12 0.81 0.47
H -1.09 3.43 -0.13 0.32
H -1.06 2.72 1.46 0.73
H -1.16 2.57 -1.98 0.34
H 1.63 -1.51 1.38 0.48
H 1.64 -2.08 -0.28 0.35
H 4.01 -0.35 0.30 0.16
H 3.89 -1.98 -0.34 0.35
H 3.56 -1.54 2.66 0.31
H 3.81 -3.07 1.78 0.35
H -0.94 0.72 2.11 0.95
H 0.01 -0.74 2.06 0.72
C -5.29 -4.58 -0.07 -1.22
C -3.78 -4.69 0.14 -0.45
C -3.22 -3.64 1.10 -0.70
C -3.39 -2.19 0.64 -0.56
C -2.77 -1.87 -0.71 -0.67
C -1.26 -2.06 -0.74 -0.93
H -5.57 -3.63 -0.51 0.28
H -5.64 -5.37 -0.74 0.39
H -5.82 -4.69 0.88 0.30
H -3.27 -4.64 -0.83 0.22
H -3.56 -5.68 0.54 0.41
H -2.16 -3.85 1.28 0.25
H -3.71 -3.76 2.07 0.46
H -2.95 -1.54 1.40 0.16
H -4.46 -1.94 0.61 0.43
H -3.00 -0.83 -0.96 0.31
H -3.23 -2.47 -1.50 0.38
H -0.78 -1.42 0.01 0.13
H -0.86 -1.79 -1.72 0.46
H -0.97 -3.09 -0.54 0.41
```

Strongest force on any atom, eV/A: 1.8
Frontier orbital gap, eV: 9.1
HOMO level, eV: -12.502
LUMO energy, eV: -3.4427
Total charge: +1

---

# 2
ORCA calculation (ωB97M-V/def2-TZVPD) on a 2-piece molecular cluster, C6H15NO overall in a non-equilibrium geometry.

```
23
Properties=species:S:1:pos:R:3:mulliken_charge:R:1
C -2.01 -0.81 -0.71 0.68
C -2.35 -0.24 -2.11 -1.11
C -2.80 -0.15 0.43 -1.41
H -2.08 -1.89 -0.70 0.42
H -0.96 -0.56 -0.48 -0.77
H -3.31 0.27 -2.03 0.35
H -3.79 -0.62 0.49 0.37
H -2.54 -1.05 -2.81 0.31
H -1.59 0.47 -2.43 0.33
H -2.35 -0.33 1.40 0.37
H -2.95 0.90 0.20 0.37
C 1.91 0.84 0.73 -0.23
C 2.90 1.67 1.55 -1.41
C 2.31 -0.58 0.49 0.72
O 3.32 -1.07 1.07 -0.19
N 1.58 -1.38 -0.26 -0.26
H 0.94 0.78 1.22 0.32
H 1.68 1.31 -0.22 0.41
H 2.66 2.73 1.47 0.38
H 3.88 1.57 1.12 0.39
H 1.78 -2.37 -0.15 0.26
H 0.91 -0.97 -0.89 0.30
H 2.84 1.48 2.62 0.37
```

Strongest force on any atom, eV/A: 1.3
Energy relative to the best compared isomer or geometry (same formula, charge and spin), eV: 1.529
Frontier orbital gap (alpha / beta), eV: 10.4 / 5.6
HOMO level (alpha / beta), eV: -14.603 / -14.599
Multiplicity: 2
LUMO energy (alpha / beta), eV: -4.2297 / -9.0204
Total charge: +1
Expectation value of S²: 0.7547

---

# 3
ORCA calculation (ωB97M-V/def2-TZVPD) on an isolated molecule of C5H6N4O in a non-equilibrium geometry.

```
16
Properties=species:S:1:pos:R:3:mulliken_charge:R:1
C 0.42 -1.89 -0.08 0.14
C 1.38 0.08 0.79 0.20
C -0.82 0.28 -0.30 -0.51
C -2.13 -0.41 0.11 -0.63
C 0.40 -0.49 0.13 0.46
N 0.44 -3.02 -0.28 -0.47
N 2.38 0.68 1.10 -0.59
N 3.28 1.09 -0.15 0.39
N 2.98 0.90 -1.25 -0.47
O -3.25 0.38 -0.19 -0.52
H -0.81 0.38 -1.39 0.21
H -0.78 1.28 0.14 0.49
H -2.27 -1.34 -0.45 0.33
H -2.11 -0.66 1.18 0.36
H 4.10 1.54 0.28 0.28
H -3.22 1.18 0.35 0.32
```

Strongest force on any atom, eV/A: 2.0
Energy relative to the best compared isomer or geometry (same formula, charge and spin), eV: 5.398
Frontier orbital gap, eV: 8.8
HOMO level, eV: -9.010
LUMO energy, eV: -0.1666
Total charge: 0

---

# 4
ORCA calculation (ωB97M-V/def2-TZVPD) on a 5-piece molecular cluster, C39H67ClN2O15P overall in a non-equilibrium geometry.

```
125
Properties=species:S:1:pos:R:3:mulliken_charge:R:1
C -2.40 1.81 1.77 -0.76
C -3.41 1.51 0.88 -0.45
C -3.11 0.41 -0.19 0.02
C -3.85 -0.93 0.06 0.72
C -3.53 -1.73 1.26 -0.06
C -4.19 -3.01 1.49 -0.13
P -3.75 -4.01 3.02 0.07
C -1.89 -4.10 3.23 -0.61
O -4.37 -3.14 4.35 -0.53
C -5.18 -3.46 0.49 0.17
C -5.84 -4.87 0.76 -1.20
C -5.12 -5.91 -0.20 -0.68
C -3.55 -5.86 -0.15 0.00
C -2.89 -4.97 -1.29 -0.32
C -1.71 -4.05 -0.76 0.65
C -0.28 -4.70 -0.89 -0.43
O 0.56 -4.06 -1.86 -0.41
C 1.30 -3.03 -1.30 0.71
O 1.02 -1.90 -1.63 -0.53
C 2.47 -3.25 -0.31 -0.09
C 3.75 -2.87 -0.57 -0.69
N -5.51 -2.69 -0.61 0.92
C -6.54 -3.14 -1.58 -1.04
C -7.94 -2.55 -1.07 -0.63
C -9.04 -3.68 -1.18 -0.55
Cl -9.57 -4.00 -2.88 -0.19
C -4.88 -1.46 -0.84 0.24
C -5.23 -0.56 -2.08 -1.63
C -4.17 -0.82 -3.20 -0.24
N -3.68 -1.99 -3.30 -0.31
H -1.38 1.94 1.32 0.29
H -2.54 1.89 2.87 0.30
H -4.40 2.03 0.84 0.35
H -2.00 0.18 -0.15 -0.31
H -3.29 0.85 -1.21 0.43
H -2.77 -1.33 1.98 0.47
H -1.32 -3.21 2.84 0.25
H -1.70 -4.15 4.34 0.40
H -1.49 -5.06 2.81 0.03
H -4.21 -2.19 4.19 0.34
H -6.92 -4.74 0.47 -0.12
H -5.84 -5.15 1.83 0.60
H -5.48 -5.85 -1.26 0.26
H -5.42 -6.94 0.15 0.51
H -3.14 -5.54 0.84 -0.39
H -3.19 -6.91 -0.32 0.50
H -2.59 -5.56 -2.20 0.57
H -3.69 -4.26 -1.65 -0.20
H -1.86 -3.79 0.33 -0.60
H -1.74 -3.05 -1.29 0.11
H -0.33 -5.80 -1.10 0.34
H 0.22 -4.61 0.12 0.10
H 2.30 -3.77 0.67 0.22
H 3.97 -1.95 -1.17 0.21
H 4.63 -3.45 -0.21 0.28
H -6.68 -4.25 -1.60 0.32
H -6.31 -2.84 -2.63 0.66
H -7.81 -2.35 0.03 0.35
H -8.24 -1.62 -1.61 0.39
H -8.71 -4.65 -0.73 0.25
H -9.94 -3.35 -0.59 0.45
H -5.19 0.50 -1.72 0.58
H -6.28 -0.74 -2.42 0.32
H -3.91 0.05 -3.86 0.41
H -3.02 -1.96 -4.09 0.26
C 2.50 0.29 -1.42 -1.02
C 1.24 1.13 -1.39 0.08
O 1.31 2.18 -0.42 -0.40
C 2.10 3.22 -0.75 0.74
O 2.72 3.34 -1.77 -0.57
O 2.08 4.09 0.26 -0.36
C 2.96 5.20 0.08 -0.56
H 2.73 -0.09 -0.43 0.34
H 2.39 -0.54 -2.11 0.33
H 3.36 0.89 -1.74 0.44
H 0.40 0.49 -1.09 -0.10
H 0.99 1.53 -2.38 0.32
H 2.76 5.72 -0.86 0.29
H 4.00 4.86 0.12 0.22
H 2.80 5.90 0.90 0.29
C 2.52 -8.81 6.00 -1.11
C 1.49 -7.72 6.17 -0.17
O 0.98 -7.27 4.90 -0.33
C 0.15 -8.10 4.28 0.69
O -0.22 -9.17 4.68 -0.55
O -0.20 -7.55 3.10 -0.24
C -1.01 -8.39 2.29 -0.54
H 3.33 -8.48 5.35 0.29
H 2.94 -9.09 6.97 0.37
H 2.09 -9.70 5.55 0.32
H 1.95 -6.85 6.64 0.29
H 0.66 -8.03 6.81 0.31
H -1.91 -8.72 2.83 0.34
H -0.44 -9.25 1.95 0.39
H -1.32 -7.81 1.42 -0.05
C 8.14 4.19 -1.77 -1.23
C 6.86 5.01 -1.75 0.08
O 6.93 6.07 -0.78 -0.30
C 7.71 7.10 -1.11 0.74
O 8.33 7.23 -2.13 -0.55
O 7.70 7.98 -0.09 -0.31
C 8.58 9.09 -0.27 -0.69
H 8.37 3.81 -0.78 0.31
H 8.05 3.35 -2.46 0.39
H 8.99 4.80 -2.09 0.32
H 6.03 4.37 -1.45 0.09
H 6.62 5.41 -2.74 0.32
H 8.37 9.61 -1.21 0.29
H 9.61 8.75 -0.24 0.31
H 8.41 9.78 0.55 0.25
C 2.69 13.61 -1.91 -1.09
C 4.19 13.44 -2.03 -0.18
O 4.67 12.37 -1.21 -0.37
C 4.39 11.13 -1.64 0.71
O 3.80 10.85 -2.65 -0.55
O 4.88 10.26 -0.75 -0.35
C 4.56 8.90 -1.05 -0.71
H 2.40 13.75 -0.86 0.29
H 2.35 14.47 -2.49 0.36
H 2.16 12.73 -2.27 0.31
H 4.68 14.34 -1.67 0.29
H 4.50 13.29 -3.07 0.31
H 4.89 8.63 -2.05 0.35
H 3.49 8.74 -0.94 0.40
H 5.08 8.27 -0.33 0.21
```

Strongest force on any atom, eV/A: 3.3
Frontier orbital gap, eV: 7.5
HOMO level, eV: -11.392
LUMO energy, eV: -3.8554
Total charge: +1

---

# 5
ORCA calculation (ωB97M-V/def2-TZVPD) on a 3-piece molecular cluster, CH6O4 overall in a non-equilibrium geometry.

```
11
Properties=species:S:1:pos:R:3:mulliken_charge:R:1
O -1.09 1.31 -0.80 -0.52
C -1.28 0.32 -1.45 0.22
O -1.45 -0.90 -0.98 -0.41
H -1.24 0.42 -2.54 0.32
H -0.86 -1.23 -0.27 0.37
H 1.21 -0.89 1.13 0.34
H 1.23 -2.34 0.74 0.32
O 0.62 -1.65 0.96 -0.68
H 1.15 2.19 1.59 0.31
H 0.42 1.34 0.61 0.34
O 1.28 1.42 1.02 -0.64
```

SMILES: O=CO.O.O
Strongest force on any atom, eV/A: 1.4
Energy relative to the best compared isomer or geometry (same formula, charge and spin), eV: 0.418
Frontier orbital gap, eV: 11.6
HOMO level, eV: -10.924
LUMO energy, eV: 0.6547
Total charge: 0

---

# 6
ORCA calculation (ωB97M-V/def2-TZVPD) on CH3O2S as an isolated structure in a non-equilibrium geometry.

```
7
Properties=species:S:1:pos:R:3:mulliken_charge:R:1
O -0.72 1.28 1.99 -0.54
C -0.79 0.56 0.99 0.27
O -0.42 -0.74 0.88 -0.42
H -0.98 1.01 -0.03 0.18
H 0.01 -0.82 -0.09 0.33
S 0.81 -0.44 -1.65 -0.82
H 1.87 -0.77 -2.39 -0.01
```

Strongest force on any atom, eV/A: 2.1
Energy relative to the best compared isomer or geometry (same formula, charge and spin), eV: 0.596
Frontier orbital gap, eV: 7.8
HOMO level, eV: -3.655
LUMO energy, eV: 4.1846
Total charge: -1